This record from the OMol25 dataset describes a structure of composition C7H11NO4. The level of theory is ωB97M-V/def2-TZVPD.

Results
* energy above the lowest of the compared OMol25 structures with the same formula, charge and spin: 118.1 kcal/mol
* E_LUMO: -0.22 eV

Positions of all 23 atoms, in Å:
C1 -0.509 1.450 -1.489
C2 -0.502 -0.905 1.937
C3 -1.561 -0.916 0.911
C4 0.559 0.114 1.627
C5 -1.021 -1.038 -0.537
C6 1.223 -0.169 0.183
C7 0.292 -0.231 -0.907
N1 0.755 2.133 -1.692
O1 1.235 2.509 -0.635
O2 -1.660 1.696 -1.658
O3 1.326 2.190 -2.754
O4 0.835 -0.560 -2.105
H1 -0.888 -0.467 2.909
H2 0.002 -1.844 2.098
H3 -2.260 -1.741 1.208
H4 -2.217 0.031 1.029
H5 0.118 1.172 1.497
H6 1.393 0.053 2.306
H7 -0.748 -1.978 -0.981
H8 -1.941 -0.775 -1.153
H9 1.888 0.659 0.064
H10 1.900 -1.058 0.138
H11 1.780 -0.328 -1.995

This record from the OMol25 dataset describes a cluster of 4 separate species, C4H14NO3 in total. The level of theory is ωB97M-V/def2-TZVPD.

Results
* energy above the lowest of the compared OMol25 structures with the same formula, charge and spin: 147.2 kcal/mol
* net charge: +1
* E_LUMO: -7.83 eV

Positions of all 22 atoms, in Å:
C1 -1.089 0.557 2.409
C2 -0.489 -0.556 1.601
C3 0.731 -1.180 1.833
C4 -1.422 -1.256 0.567
N1 -0.844 -0.053 0.012
H1 -2.153 0.726 2.202
H2 -1.084 0.312 3.431
H3 -0.445 1.443 2.150
H4 0.776 -2.133 1.244
H5 1.174 -1.108 2.836
H6 -2.498 -1.312 0.787
H7 -0.925 -2.198 0.387
H8 -1.607 0.412 -0.469
H9 2.137 -0.656 0.721
H10 3.575 -0.417 0.051
O1 2.617 -0.232 -0.047
H11 1.824 0.020 -2.992
H12 1.345 0.537 -1.674
O2 1.370 0.762 -2.609
H13 -0.558 1.384 -2.642
H14 -1.927 1.535 -3.338
O3 -1.510 1.499 -2.488

This record from the OMol25 dataset describes an isolated molecule of C9H13N. The level of theory is ωB97M-V/def2-TZVPD.

Results
* energy above the lowest of the compared OMol25 structures with the same formula, charge and spin: 28.5 kcal/mol
* SMILES: C=CC[C@H](C)n1cccc1
* E_LUMO: 1.00 eV

Positions of all 23 atoms, in Å:
C1 2.844 0.740 -0.419
C2 2.810 0.027 0.824
C3 1.687 0.298 -1.027
C4 1.636 -0.720 0.903
C5 -1.209 2.755 0.048
C6 -1.526 1.563 -0.477
C7 -0.795 -2.209 0.112
C8 -1.488 0.230 0.178
C9 -0.317 -0.891 -0.479
N1 0.959 -0.501 -0.267
H1 3.666 1.312 -0.959
H2 3.383 0.329 1.704
H3 1.416 0.566 -2.112
H4 1.126 -1.165 1.680
H5 -1.487 3.561 -0.615
H6 -0.741 3.019 0.949
H7 -1.788 1.437 -1.626
H8 -1.544 -2.709 -0.601
H9 0.118 -2.902 0.191
H10 -1.258 -2.231 1.131
H11 -2.472 -0.291 0.001
H12 -1.084 0.510 1.244
H13 -0.588 -0.829 -1.508

no.,molar mass (Da)
1,173.168
2,124.160
3,135.210